1.
Computed, not measured: 2 unconnected molecules or ions with the total composition C4HNO2 at a distorted geometry, with ωB97M-V/def2-TZVPD.

Structure (XYZ):
```
8
Properties=species:S:1:pos:R:3:forces:R:3:mulliken_charge:R:1
C -2.295777 0.557216 0.087836 2.0911 0.4185 1.6514 0.13
C -0.591077 -0.389512 -1.499275 1.0197 -0.5554 -0.0722 0.01
C 1.486633 -0.420343 -0.255350 2.8784 -0.2126 0.8787 -0.32
C 2.232685 -0.110807 0.720779 -0.6482 -0.8358 0.1440 0.72
N -1.456585 1.029269 0.740988 -1.8514 -0.2441 -0.8777 -0.39
O 0.391678 -0.446696 -0.867501 -2.5964 0.7102 -1.3699 -0.01
O 3.027373 -0.058961 1.581425 -0.0334 0.5522 -0.1535 -0.45
H -2.794929 -0.160166 -0.508902 -0.8598 0.1671 -0.2008 0.30
```
Positions in Å, forces in eV/Å.

Values from the calculation:
ΔE to the lowest compared entry with this formula, charge and spin   130.50 kcal per mole
E   -357.976439 Eh
E_HOMO (spin up / spin down)   -9.015 / -9.015 eV

2.
Computed, not measured: a molecular structure, C4HNO2 at a distorted geometry, with ωB97M-V/def2-TZVPD.

Structure (XYZ):
```
8
Properties=species:S:1:pos:R:3:forces:R:3:mulliken_charge:R:1
C -1.363284 -0.198857 -0.030280 0.1310 0.2924 0.5241 -0.17
C -0.152987 -0.800320 0.065719 1.8384 1.3042 -0.9085 -0.40
C 0.692116 0.450412 0.006060 -1.9033 -1.4444 0.3864 0.30
C 1.742838 -0.425028 -0.052513 0.0145 -0.5781 0.9321 0.58
N 0.024933 1.613894 0.031942 0.8103 -1.0989 -0.2477 -0.32
O 2.650890 -1.131915 0.049836 -0.6366 1.0257 -0.5001 -0.29
O -1.244083 1.205550 0.041272 -0.9950 -0.8803 -0.4045 -0.07
H -2.350426 -0.713737 -0.112037 0.7406 1.3794 0.2183 0.37
```
Positions in Å, forces in eV/Å.

Values from the calculation:
ΔE to the lowest compared entry with this formula, charge and spin   87.21 kcal per mole
E   -358.045434 Eh
E_HOMO   -9.790 eV